A single C5H9N3O molecule at a distorted geometry, computed with ωB97M-V/def2-TZVPD.

Each line ends with the Mulliken charge.
Element x y z (Å)
C  1.682  -2.477  0.793  0.099
C  0.834  -1.650  0.603  -0.605
C  -0.438  -1.026  0.418  0.349
N  -0.674  0.030  -0.346  -0.396
N  0.487  0.580  -0.825  -0.227
C  1.104  1.462  0.303  -0.849
C  -0.177  1.451  -1.870  -0.588
N  -1.690  -1.752  0.857  -0.200
O  -2.704  -0.739  1.011  -0.393
H  2.400  -3.300  1.099  0.393
H  1.577  0.824  1.038  0.277
H  1.946  2.067  -0.042  0.354
H  0.258  1.960  0.822  0.326
H  0.821  2.176  -2.117  0.265
H  -1.362  1.775  -1.484  0.228
H  -0.326  0.697  -2.768  0.252
H  -1.431  -2.184  1.858  0.306
H  -2.309  0.107  0.650  0.410

## Properties
Energy above the lowest of the compared OMol25 structures with the same formula, charge and spin in eV: 8.265
E_LUMO in eV: 0.23
E_HOMO in Eh: -0.3186
Total energy in a.u.: -435.153992
SMILES: C#C/C(=N\N(C)C)NO
Max |F| in eV/Å: 5.9

=====

A single C5H9N3O molecule at a distorted geometry, computed with ωB97M-V/def2-TZVPD.

Each line ends with the Mulliken charge.
Element x y z (Å)
C  -1.874  -1.034  0.151  -0.852
N  -1.019  0.178  0.052  0.050
C  -1.655  1.478  -0.043  -0.795
C  0.333  0.022  -0.067  0.824
C  1.347  1.001  -0.145  -0.772
C  2.653  0.274  -0.096  0.247
O  3.811  0.671  -0.255  -0.657
N  2.321  -1.120  -0.035  -0.300
N  0.922  -1.278  -0.127  -0.227
H  -1.401  -1.886  0.738  0.270
H  -2.814  -0.735  0.663  0.296
H  -2.201  -1.372  -0.817  0.319
H  -0.759  2.072  0.100  0.155
H  -2.041  1.653  -1.031  0.307
H  -2.415  1.565  0.831  0.346
H  1.138  2.040  0.074  0.237
H  2.968  -1.707  -0.596  0.275
H  0.685  -1.823  0.602  0.277

## Properties
Energy above the lowest of the compared OMol25 structures with the same formula, charge and spin in eV: 2.365
E_LUMO in eV: 0.57
E_HOMO in Eh: -0.3010
Total energy in a.u.: -435.370814
SMILES: CN(C)c1cc(=O)[nH][nH]1
Max |F| in eV/Å: 4.1

=====

A single C5H9N3O molecule at a distorted geometry, computed with ωB97M-V/def2-TZVPD.

Each line ends with the Mulliken charge.
Element x y z (Å)
C  1.448  -1.383  -1.425  -0.619
N  1.465  -0.364  -0.132  -0.493
N  0.011  -0.158  0.239  0.064
C  -0.930  0.344  -0.778  -0.581
C  -2.098  0.681  0.080  -0.334
N  -1.240  1.372  1.196  -0.571
C  -0.246  0.515  1.317  0.563
C  0.717  0.474  2.445  -0.062
O  0.852  1.703  2.937  -0.464
H  1.399  -2.625  -1.281  0.253
H  2.355  -1.436  -2.179  0.319
H  0.561  -1.153  -2.290  0.185
H  1.685  0.619  -0.340  0.274
H  -1.273  -0.393  -1.589  0.326
H  -0.453  1.175  -1.256  0.359
H  -2.561  -0.289  0.571  0.225
H  -2.945  1.471  -0.304  0.285
H  1.254  -0.554  2.790  0.270

## Properties
Energy above the lowest of the compared OMol25 structures with the same formula, charge and spin in eV: 7.095
E_LUMO in eV: -0.22
E_HOMO in Eh: -0.3144
Total energy in a.u.: -435.196981
SMILES: CNN1CCN=C1C=O
Max |F| in eV/Å: 7.3

=====

A molecular structure, C5H9N3O at a distorted geometry, computed with ωB97M-V/def2-TZVPD.

Each line ends with the Mulliken charge.
Element x y z (Å)
C  -0.479  -1.345  1.031  -1.015
C  -0.629  0.176  0.644  0.080
C  -1.670  0.322  -0.208  -0.290
C  0.435  1.099  0.391  0.446
C  2.076  -0.670  -0.508  0.020
H  1.216  -1.603  0.643  0.520
H  -0.783  -1.182  2.394  0.133
H  -1.469  -2.011  0.052  0.052
H  -1.891  1.180  -0.720  0.486
H  -2.965  -1.274  -0.172  0.257
H  -3.601  0.379  -0.689  0.309
H  0.831  2.744  -0.943  0.243
H  2.438  1.304  0.196  0.306
H  3.173  -0.306  -1.051  0.259
N  -2.793  -0.453  -0.702  -0.615
N  0.121  2.339  0.086  -0.686
N  1.769  0.609  0.028  -0.164
O  1.373  -1.773  -0.461  -0.340

## Properties
Energy above the lowest of the compared OMol25 structures with the same formula, charge and spin in eV: 12.330
E_LUMO in eV: -0.67
E_HOMO in Eh: -0.2607
Total energy in a.u.: -435.004599
Max |F| in eV/Å: 6.3

=====

3 unconnected molecules or ions with the total composition C5H9N3O at a distorted geometry, computed with ωB97M-V/def2-TZVPD.

Each line ends with the Mulliken charge.
Element x y z (Å)
C  2.145  -1.262  -0.798  -1.024
C  -2.632  0.414  0.070  0.211
C  -0.492  0.365  -0.133  0.495
C  1.623  -0.360  0.257  0.358
N  -3.328  -0.568  0.671  -0.317
N  -0.308  1.384  -0.975  -0.426
C  2.277  0.391  1.123  -0.760
N  -0.355  -0.583  0.592  -0.451
O  -3.115  1.387  -0.478  -0.637
H  -4.334  -0.499  0.785  0.255
H  -2.827  -1.337  1.085  0.226
H  0.537  1.922  -0.849  0.274
H  -1.173  1.890  -1.174  0.314
H  1.826  -0.942  -1.793  0.255
H  3.243  -1.301  -0.787  0.381
H  1.774  -2.278  -0.642  0.265
H  3.367  0.357  1.196  0.300
H  1.771  1.019  1.849  0.283

## Properties
Energy above the lowest of the compared OMol25 structures with the same formula, charge and spin in eV: 5.263
E_LUMO (spin up / spin down) in eV: 0.73 / 0.73
E_HOMO (spin up / spin down) in Eh: -0.2602 / -0.2602
Total energy in a.u.: -435.264309
Max |F| in eV/Å: 6.7

=====

2 unconnected molecules or ions with the total composition C5H9N3O at a distorted geometry, computed with ωB97M-V/def2-TZVPD.

Each line ends with the Mulliken charge.
Element x y z (Å)
C  0.715  -2.162  -0.439  -0.354
N  0.328  -0.963  -0.427  -0.226
C  1.129  0.264  -0.251  0.559
C  1.027  1.255  -1.160  -0.943
N  2.354  0.047  0.388  -0.539
H  1.728  -2.455  -0.712  0.325
H  0.022  -2.914  -0.081  0.226
H  0.085  1.490  -1.620  0.289
H  1.786  2.012  -1.252  0.235
H  2.297  -0.387  1.297  0.226
H  3.037  0.780  0.280  0.201
C  -1.976  1.236  1.053  -0.722
N  -1.950  0.146  0.159  -0.259
C  -2.017  -0.992  -0.281  0.624
O  -2.603  -1.886  -0.782  -0.509
H  -2.859  1.177  1.692  0.373
H  -1.067  1.191  1.661  0.260
H  -2.034  2.160  0.473  0.235

## Properties
Energy above the lowest of the compared OMol25 structures with the same formula, charge and spin in eV: 4.146
E_LUMO in eV: 0.52
E_HOMO in Eh: -0.3004
Total energy in a.u.: -435.305375
SMILES: C=NC(=C)N.CN=C=O
Max |F| in eV/Å: 6.0

=====

A single C5H9N3O2 molecule at a distorted geometry, computed with ωB97M-V/def2-TZVPD.

Each line ends with the Mulliken charge.
Element x y z (Å)
C  -0.356  1.087  2.096  -0.200
C  -1.295  0.364  1.217  -0.449
C  0.072  -0.669  -2.377  -0.490
C  0.691  0.437  2.920  0.906
C  1.285  0.250  -0.287  -0.779
N  -1.188  -1.274  -2.686  -0.633
N  -1.082  -0.244  0.064  -0.699
N  0.020  -0.195  -0.745  0.432
O  1.831  0.076  3.043  -0.536
O  -0.445  0.778  3.558  -0.376
H  -0.177  2.097  1.785  0.395
H  -2.244  -0.029  1.733  0.269
H  0.292  0.196  -2.947  0.387
H  1.446  1.346  -0.308  0.246
H  1.443  0.027  0.799  0.291
H  1.929  -0.254  -1.054  0.254
H  -1.945  -0.638  -2.484  0.317
H  -1.180  -2.013  -1.936  0.313
H  0.903  -1.340  -2.392  0.353

## Properties
Energy above the lowest of the compared OMol25 structures with the same formula, charge and spin in eV: 2.334
E_LUMO (spin up / spin down) in eV: 0.68 / -1.36
E_HOMO (spin up / spin down) in Eh: -0.1908 / -0.3431
2S+1: 3
Total energy in a.u.: -510.390499
Max |F| in eV/Å: 7.7

=====

A gas-phase ion, C5H9N4 (charge +1) at a distorted geometry, computed with ωB97M-V/def2-TZVPD.

Each line ends with the Mulliken charge.
Element x y z (Å)
C  -1.110  1.497  0.019  -0.600
C  -0.129  0.544  0.254  0.666
C  -0.896  -0.631  0.181  -0.025
C  1.274  0.894  0.424  -0.574
C  2.290  -1.405  0.009  -0.612
N  -2.317  0.971  -0.156  -0.828
N  -2.196  -0.325  -0.017  0.891
N  -3.275  -1.163  -0.120  -0.742
N  2.237  -0.023  -0.405  -0.269
H  -1.057  2.592  -0.078  0.378
H  1.225  2.040  0.138  0.318
H  1.739  0.882  1.500  0.282
H  2.219  -1.470  1.029  0.398
H  2.303  -2.226  -0.672  0.348
H  -3.863  -0.836  -0.803  0.250
H  -3.553  -1.620  0.747  0.243
H  1.887  -0.161  -1.498  0.474
H  3.222  0.439  -0.550  0.401

## Properties
Energy above the lowest of the compared OMol25 structures with the same formula, charge and spin in eV: 8.319
E_LUMO (spin up / spin down) in eV: -5.19 / -5.15
E_HOMO (spin up / spin down) in Eh: -0.4700 / -0.4683
Total charge: +1
Total energy in a.u.: -414.428093
Max |F| in eV/Å: 5.1

=====

2 unconnected molecules or ions with the total composition C5H9N4 at a distorted geometry, computed with ωB97M-V/def2-TZVPD.

Each line ends with the Mulliken charge.
Element x y z (Å)
C  -1.580  -2.050  1.259  -0.027
C  -1.380  -0.708  0.889  0.233
C  0.845  0.850  1.400  -0.481
C  -0.224  1.656  0.702  -0.391
C  -0.415  0.260  1.125  0.484
N  -2.741  -2.430  0.769  -0.517
N  -2.475  -0.311  0.197  -0.282
N  -3.202  -1.376  0.142  0.369
N  1.335  -0.119  -2.003  -0.711
H  -1.052  -2.778  1.879  0.451
H  1.672  0.470  0.786  0.090
H  1.297  1.193  2.443  0.287
H  -0.673  2.414  1.428  0.249
H  -0.235  1.935  -0.366  0.275
H  -3.928  -1.438  -0.453  0.219
H  1.482  0.615  -2.761  0.251
H  1.120  -0.998  -2.601  0.253
H  2.151  -0.216  -1.320  0.247

## Properties
Energy above the lowest of the compared OMol25 structures with the same formula, charge and spin in eV: 5.117
E_LUMO in eV: -6.42
E_HOMO in Eh: -0.4945
Total charge: +1
Total energy in a.u.: -414.545751
Max |F| in eV/Å: 4.6

=====

2 unconnected molecules or ions with the total composition C5H9N4 at a distorted geometry, computed with ωB97M-V/def2-TZVPD.

Each line ends with the Mulliken charge.
Element x y z (Å)
C  1.365  0.954  0.822  -0.519
C  0.375  0.454  -0.031  0.449
C  -1.574  -0.423  -1.217  -1.138
C  -1.347  -0.408  1.510  -1.253
C  -1.100  0.317  0.102  0.422
N  2.899  -0.587  0.054  -0.343
N  2.251  -0.439  -1.140  0.044
N  1.028  -0.062  -1.106  -0.065
N  2.454  0.209  0.918  0.080
H  1.536  2.899  1.304  0.403
H  -0.675  -0.757  -1.808  0.270
H  -2.251  0.114  -1.759  0.384
H  -2.097  -1.309  -1.007  0.401
H  -0.776  -1.417  1.542  0.312
H  -2.372  -0.433  1.648  0.446
H  -0.755  0.354  2.199  0.356
H  -1.603  1.257  0.121  0.389
H  2.642  -0.724  -2.151  0.362

## Properties
Energy above the lowest of the compared OMol25 structures with the same formula, charge and spin in eV: 10.019
E_LUMO (spin up / spin down) in eV: -6.07 / -6.29
E_HOMO (spin up / spin down) in Eh: -0.5466 / -0.5480
Total charge: +1
Total energy in a.u.: -414.365626
Max |F| in eV/Å: 5.3

=====

Look up the energy above the lowest of the compared OMol25 structures with the same formula, charge and spin of the sixth one.
4.146 eV

=====

Please write out number 10 again, unchanged.
2 unconnected molecules or ions with the total composition C5H9N4 at a distorted geometry, computed with ωB97M-V/def2-TZVPD.

Each line ends with the Mulliken charge.
Element x y z (Å)
C  1.365  0.954  0.822  -0.519
C  0.375  0.454  -0.031  0.449
C  -1.574  -0.423  -1.217  -1.138
C  -1.347  -0.408  1.510  -1.253
C  -1.100  0.317  0.102  0.422
N  2.899  -0.587  0.054  -0.343
N  2.251  -0.439  -1.140  0.044
N  1.028  -0.062  -1.106  -0.065
N  2.454  0.209  0.918  0.080
H  1.536  2.899  1.304  0.403
H  -0.675  -0.757  -1.808  0.270
H  -2.251  0.114  -1.759  0.384
H  -2.097  -1.309  -1.007  0.401
H  -0.776  -1.417  1.542  0.312
H  -2.372  -0.433  1.648  0.446
H  -0.755  0.354  2.199  0.356
H  -1.603  1.257  0.121  0.389
H  2.642  -0.724  -2.151  0.362

## Properties
Energy above the lowest of the compared OMol25 structures with the same formula, charge and spin in eV: 10.019
E_LUMO (spin up / spin down) in eV: -6.07 / -6.29
E_HOMO (spin up / spin down) in Eh: -0.5466 / -0.5480
Total charge: +1
Total energy in a.u.: -414.365626
Max |F| in eV/Å: 5.3

=====

Which value of total energy does entry 10 give?
-414.365626 a.u.

=====

Among the records above, which one has the lowest energy above the lowest of the compared OMol25 structures with the same formula, charge and spin?
C5H9N3O2